[1]
This record from OMol25 describes a molecular structure, C13H27N2O22S6 at a distorted geometry. The level of theory is the ωB97M-V functional and the def2-TZVPD basis.

Element x y z (Å)
O: 5.559 5.635 3.600
O: -5.778 -4.808 -1.302
S: 6.402 6.081 2.301
C: -1.315 -1.621 1.689
H: -1.727 -5.332 -2.248
O: 2.775 -3.059 -1.990
H: 5.761 3.235 2.249
O: -4.144 0.691 -1.205
H: 3.059 -0.379 -1.380
H: -2.013 1.212 -4.921
O: 1.410 -1.092 -2.380
H: -2.912 -2.724 0.673
N: -0.743 3.234 5.016
C: 0.452 0.036 1.142
H: -2.824 -7.389 -2.965
O: -2.554 0.420 -3.083
O: 0.528 -3.309 -3.003
O: -1.522 2.748 5.736
C: 4.515 4.724 3.210
H: 3.002 0.023 -3.111
O: -3.494 -4.298 -2.078
C: 5.047 4.018 1.981
C: 3.519 -2.052 -2.689
C: -2.277 2.722 -3.374
C: -2.585 -1.670 0.800
C: 2.801 -0.751 -2.374
H: -0.499 -2.120 1.136
O: 7.771 5.728 2.514
O: 0.778 -2.674 -0.597
S: -2.829 1.051 -1.619
C: -3.456 -6.520 -2.802
C: -2.666 1.437 -4.080
H: -2.466 -4.850 -3.792
O: -4.071 -6.585 -1.512
H: 3.480 -2.280 -3.757
O: 1.124 4.284 3.089
C: -1.521 -2.421 3.005
O: 6.011 7.401 1.923
O: -3.848 -4.911 0.291
H: -2.578 -2.441 3.308
S: -0.127 3.634 2.646
O: -1.674 0.819 -0.819
H: -1.200 -3.466 2.864
C: -2.668 -5.222 -2.791
H: -4.247 -6.497 -3.557
H: 4.554 -2.047 -2.356
S: 1.144 1.721 1.088
H: -1.192 2.809 -3.273
H: -0.716 0.098 2.993
H: -3.703 1.470 -4.422
O: -2.839 2.602 -2.067
H: -3.389 -1.119 1.315
H: 0.301 -0.312 0.114
H: -2.666 3.606 -3.874
S: 1.218 -2.632 -1.951
H: 1.240 -0.591 1.588
H: -1.628 0.523 1.492
H: 4.253 3.592 1.371
S: -4.409 -5.086 -1.008
H: -2.348 -1.229 -0.187
O: -1.213 4.648 2.561
H: 4.296 4.032 4.019
O: -0.694 2.518 3.827
O: 1.798 1.844 -0.259
H: 3.620 5.301 2.976
O: 5.755 5.038 1.256
H: -0.905 -2.018 3.825
C: -0.875 -0.139 1.933
O: 2.187 1.798 2.147
N: -0.048 2.909 1.149

molar mass = 755.75 g mol⁻¹
E_tot = -4665.3229 Eh
E_HOMO = -6.667 eV
charge = -1
frontier orbital gap = 8.4 eV

=====

[2]
This record from OMol25 describes 2 unconnected molecules or ions with the total composition C13H27N3O7P. The level of theory is the ωB97M-V functional and the def2-TZVPD basis.

Element x y z (Å)
H: 4.705 -2.924 -0.139
C: 0.376 -1.486 -0.644
O: 2.725 -1.777 -1.114
H: -0.428 -0.201 3.045
C: -0.758 0.279 -2.087
H: 1.293 -2.609 -2.267
H: 0.356 2.196 -1.452
O: -0.405 1.846 1.109
H: 6.071 -2.132 0.638
H: 0.584 3.585 0.521
C: -5.545 0.585 -2.156
H: 3.065 1.670 2.669
N: -0.668 1.135 0.004
N: -1.224 -2.252 1.845
H: -0.030 0.082 -2.867
H: -5.397 1.156 -3.064
H: -3.410 0.692 0.320
H: -1.659 -1.623 -1.466
N: -6.807 -0.199 -2.288
O: -7.433 -0.097 -3.319
H: -1.374 -2.834 1.026
H: -1.519 -2.812 2.644
H: -5.663 1.232 -1.291
C: -0.279 1.364 -1.184
H: -4.746 -0.130 -1.989
H: 1.906 3.738 2.462
C: 1.435 -1.677 -1.725
H: 1.594 0.713 2.646
O: -1.365 0.032 2.947
H: -1.684 0.575 -2.584
C: 4.446 -0.794 0.207
C: 3.175 -0.632 -0.572
H: 1.559 2.088 0.448
H: 0.803 -0.885 0.159
H: 4.141 -0.818 1.259
C: 1.263 2.857 2.456
H: 5.791 -1.905 -1.087
H: 2.028 1.634 4.092
C: 5.299 -2.013 -0.120
O: 2.563 0.407 -0.680
C: 0.816 2.646 1.028
P: -2.150 -0.810 1.818
O: -2.853 0.392 -0.415
C: -0.973 -0.873 -1.076
H: 0.198 -2.465 -0.206
O: -7.105 -0.894 -1.337
H: 0.392 3.086 3.072
C: 2.027 1.652 3.003
C: -1.617 -0.069 0.079
H: 1.471 -0.865 -2.445
H: 5.008 0.132 0.080

molar mass = 368.35 g mol⁻¹
E_tot = -1543.4792 Eh
E_HOMO = -12.454 eV
charge = +1
frontier orbital gap = 9.0 eV

=====

[3]
This record from OMol25 describes a molecular structure, C13H27N5O2SW. The level of theory is the ωB97M-V functional and the def2-TZVPD basis.

Element x y z (Å)
C: 2.539 2.809 -1.120
H: -0.691 3.827 1.533
C: -2.165 -2.544 -0.348
H: -0.474 -1.863 -1.536
H: 2.323 0.073 4.243
H: -1.323 0.542 1.741
H: 0.370 5.026 0.805
H: 1.916 -1.576 3.691
C: 1.690 -0.516 3.581
H: 0.640 -0.323 3.787
O: -2.944 -5.057 -4.359
C: -2.873 -5.169 -3.033
H: 4.151 -0.196 0.738
H: -1.830 2.081 -0.410
H: 1.943 1.020 -1.945
H: 3.540 2.934 -1.535
C: 0.021 3.996 0.722
W: 0.607 0.976 0.457
C: 2.454 3.431 0.257
S: 2.032 -0.038 1.876
N: -2.544 -3.957 -2.425
C: -2.472 -3.871 -1.014
H: 2.539 4.517 0.202
C: -1.124 -1.688 -0.688
H: -2.192 -6.000 -2.665
H: 0.007 4.044 -1.444
H: -3.223 -0.909 2.448
C: 3.795 -0.413 1.742
H: 4.334 0.185 2.475
H: -0.916 2.022 -1.726
N: 1.167 3.044 0.939
H: -3.707 -2.960 1.089
N: 2.199 1.346 -1.012
H: 1.363 3.095 1.939
C: -2.919 -2.275 0.796
C: -2.648 -1.147 1.563
H: -3.807 -5.608 -2.552
H: 3.925 -1.475 1.951
H: 3.056 0.837 -0.804
H: 3.271 3.072 0.886
C: -0.625 3.734 -0.616
H: -3.188 -5.885 -4.814
O: -2.692 -4.840 -0.353
H: -1.557 4.291 -0.704
H: -2.490 -3.139 -3.026
H: 1.845 3.262 -1.823
C: -1.600 -0.357 1.158
N: -0.878 2.253 -0.734
N: -0.847 -0.612 0.070

molar mass = 501.30 g mol⁻¹
E_tot = -1399.4977 Eh
energy above the lowest of the compared OMol25 structures with the same formula, charge and spin = 0.007 eV
E_HOMO (spin up / spin down) = -20.994 / -20.593 eV
<S²> = 2.03
charge = +4
2S+1 = 3
frontier orbital gap (spin up / spin down) = 7.6 / 5.2 eV

=====

[4]
This record from OMol25 describes a single C13H27NO3Si molecule. The level of theory is the ωB97M-V functional and the def2-TZVPD basis.

Element x y z (Å)
H: 0.491 2.439 2.245
C: 2.065 -2.239 0.802
H: 2.117 2.324 2.676
C: 0.819 2.598 -1.376
C: -1.817 1.021 -1.219
C: 0.688 3.458 -0.106
H: 3.931 -1.918 -0.254
H: 0.362 3.135 -2.212
H: 0.003 -2.034 0.241
H: 4.226 -2.534 -2.427
C: -2.624 -0.227 -0.789
C: -2.334 -0.309 1.748
C: 0.853 -0.049 0.190
H: 3.829 -3.470 0.589
H: 1.865 0.359 0.309
H: 2.459 -1.501 1.508
H: -3.415 -0.394 -1.523
C: 0.953 -1.570 -0.030
H: -2.064 1.260 -2.259
O: 2.387 -2.655 -3.248
H: -4.109 -2.060 1.076
H: -1.996 -1.125 -0.820
H: -4.969 -1.260 -0.237
O: 2.841 -3.423 -1.194
H: -5.209 -0.724 1.428
H: 0.317 0.143 1.123
H: -1.695 0.561 1.917
H: 0.765 4.517 -0.362
H: -1.703 -1.185 1.582
N: 1.416 2.833 2.157
H: 1.097 -1.786 -1.089
C: 1.804 3.175 0.881
Si: 0.059 0.885 -1.250
H: 0.432 0.130 -2.475
H: -2.887 -0.478 2.675
O: 2.971 3.292 0.583
C: -3.302 -0.105 0.581
C: 3.161 -2.819 -2.359
H: -3.696 0.915 0.667
H: 1.665 -3.052 1.409
C: -4.467 -1.091 0.717
C: 3.262 -2.745 0.005
H: 1.879 2.492 -1.622
H: -0.284 3.325 0.380
H: -2.145 1.890 -0.637

molar mass = 273.45 g mol⁻¹
E_tot = -1081.5271 Eh
E_HOMO = -9.903 eV
charge = 0
frontier orbital gap = 10.5 eV

=====

[5]
This record from OMol25 describes a single C13H28B2N4O2S molecule at a distorted geometry. The level of theory is the ωB97M-V functional and the def2-TZVPD basis.

Element x y z (Å)
H: 4.090 0.773 3.039
H: 0.428 -1.248 -3.469
H: -3.925 1.892 -1.319
C: 3.163 0.549 2.336
H: 3.022 2.856 2.506
B: -0.955 0.510 -1.729
N: -1.174 -4.961 1.070
H: 2.363 0.005 3.028
H: -2.597 1.381 1.440
H: 1.453 -0.322 -2.174
C: -4.197 2.020 -0.174
H: 1.595 0.232 -4.018
C: -1.244 0.809 -4.196
H: 0.207 -0.028 1.171
H: -0.820 0.090 -5.020
C: 0.480 0.983 0.649
N: -1.629 2.691 -0.136
H: 1.850 -3.438 0.250
C: -2.825 2.309 0.733
H: -2.324 0.433 -3.885
H: -1.379 1.929 -4.564
O: -1.805 -0.685 -1.564
H: -2.017 2.953 -1.083
O: -1.994 -2.599 1.097
H: 0.570 3.188 1.508
H: 3.292 -2.279 2.634
S: 0.592 -2.757 2.358
C: 2.622 2.006 1.805
N: -0.269 0.857 -3.038
H: 3.401 -0.139 0.063
H: -4.922 2.944 -0.057
B: -0.730 1.468 -0.363
H: -4.013 -3.076 -0.096
H: 1.402 -1.609 0.179
C: 0.954 2.108 1.743
H: -2.142 -0.635 -0.616
C: 3.694 -0.463 1.160
C: 1.801 -2.447 0.911
H: 0.582 1.717 2.808
H: -3.052 3.212 1.474
C: 3.301 -2.058 1.475
H: 2.971 2.216 0.683
H: 1.419 0.762 -0.054
C: 0.846 -0.181 -3.190
H: 4.887 -0.442 1.181
C: -0.915 -3.525 1.477
H: -4.712 1.027 0.207
C: -3.002 -3.425 0.400
H: 4.080 -2.754 0.927
N: -2.425 -4.849 0.432

molar mass = 326.08 g mol⁻¹
E_tot = -1329.2131 Eh
energy above the lowest of the compared OMol25 structures with the same formula, charge and spin = 9.231 eV
E_HOMO = -8.450 eV
charge = 0
frontier orbital gap = 8.2 eV

=====

[6]
This record from OMol25 describes a molecular structure, C13H28BF4HfN7OS2Se. The level of theory is the ωB97M-V functional and the def2-TZVPD basis.

Element x y z (Å)
H: 5.116 1.210 0.900
H: 2.682 -0.327 3.690
N: -3.224 1.349 1.309
N: 0.275 5.852 1.199
H: -1.665 6.211 0.629
H: 2.691 -1.909 -2.460
F: 0.112 -1.084 2.869
C: -0.493 -2.187 -1.878
H: -3.089 -0.076 -0.038
H: -2.517 1.406 -0.564
H: 0.363 -4.592 -1.628
H: -1.194 -4.923 -3.262
S: -0.812 1.843 2.333
N: -1.427 -2.997 -2.401
N: -3.160 2.637 3.194
H: -1.655 -0.640 -1.811
C: 1.217 -3.952 -1.834
H: -1.922 -3.688 -4.301
C: 1.320 3.901 0.287
C: 3.446 -0.268 2.917
C: 1.327 5.057 1.060
H: -4.163 2.738 3.195
C: 0.153 3.544 -0.371
C: -0.826 5.530 0.531
H: 2.227 5.354 1.588
B: -0.474 -2.077 2.100
H: -3.310 -3.828 -2.152
F: -0.710 -3.266 2.612
H: 1.919 -4.042 -1.004
N: -0.837 -1.001 -1.335
C: -1.160 -3.870 -3.543
O: 1.680 0.351 1.089
C: -2.505 1.950 2.275
C: -2.825 -2.863 -2.020
H: -3.355 -2.137 -2.646
H: 3.565 -1.225 2.414
C: 1.869 -1.581 -1.825
H: 2.241 -1.510 -0.800
H: -1.863 4.201 -0.794
Se: 0.014 1.908 -1.387
H: 1.531 -0.606 -2.170
C: -0.939 4.395 -0.262
F: -1.655 -1.397 1.517
H: 4.389 0.061 3.359
H: 2.223 3.313 0.195
H: 3.876 1.392 -0.363
N: -2.564 0.755 0.222
H: -2.645 3.067 3.946
C: 4.189 0.801 0.497
Hf: -0.253 0.091 0.470
F: 0.374 -2.092 0.890
H: -4.209 1.542 1.197
H: 4.315 -0.245 0.226
N: 0.794 -2.557 -1.927
H: 1.710 -4.278 -2.751
H: -0.191 -3.639 -3.971
S: 2.928 0.987 1.756
H: -2.903 -2.589 -0.969

molar mass = 706.80 g mol⁻¹
E_tot = -4640.6970 Eh
energy above the lowest of the compared OMol25 structures with the same formula, charge and spin = 0.000 eV
E_HOMO = -14.194 eV
charge = +2
frontier orbital gap = 8.6 eV

=====

Number 6 is which compound? C13H28BF4HfN7OS2Se

=====

Number 6 is which compound? C13H28BF4HfN7OS2Se

=====

Among the records above, which one has the lowest E_tot? C13H27N2O22S6